C6H13NO | ωB97M-V/def2-TZVPD

Geometry as XYZ:
```
21
Properties=species:S:1:pos:R:3:lowdin_charge:R:1
C 0.67 -1.34 0.22 -0.446
C -2.47 -0.37 -0.75 -0.053
C 1.87 -0.84 -0.57 -0.043
C 0.10 2.22 0.02 -0.053
N -1.69 0.70 -0.62 -0.049
C -0.58 0.89 0.08 -0.337
C -0.05 -0.19 0.96 -0.118
O 1.03 -2.36 1.12 -0.040
H 1.66 -2.00 1.75 0.091
H -1.99 1.51 -1.16 0.156
H -0.04 -1.82 -0.47 0.134
H -3.38 -0.27 -1.31 0.031
H -2.27 -1.27 -0.21 0.033
H 2.41 -1.68 -0.99 0.080
H 1.54 -0.19 -1.38 0.077
H 2.54 -0.28 0.08 0.081
H 0.14 2.69 1.00 0.077
H -0.42 2.89 -0.66 0.072
H 1.13 2.13 -0.33 0.068
H 0.66 0.24 1.67 0.120
H -0.87 -0.64 1.53 0.120
```

Results
total energy	-366.3328	hartree
max |F|	0.012	hartree/bohr
relative energy (zero: lowest compared OMol25 entry of this formula, charge and spin)	265.6	kJ/mol